A cluster of 7 separate species, C28H43BF2N2O16S2 in total in a non-equilibrium geometry. Source: the OMol25 dataset; level of theory: wB97M-V/def2-TZVPD.

Structure (XYZ):
```
94
Properties=species:S:1:pos:R:3:forces:R:3:mulliken_charge:R:1
N 0.411 -5.205 0.435 0.26 -0.55 0.65 -0.52
B 1.704 -4.865 1.004 -0.57 0.06 -0.30 0.62
O 2.453 -5.781 1.708 0.24 0.39 -0.04 -0.65
C 2.331 -3.414 0.759 0.93 -0.34 0.60 0.03
C 3.845 -3.492 0.954 0.14 -0.16 0.06 0.18
O 4.646 -3.980 0.212 0.01 0.28 -0.09 -0.59
N 4.239 -2.885 2.214 -0.76 0.05 -0.26 -0.41
C 3.018 -2.532 2.903 0.20 0.26 -0.20 0.74
F 3.168 -1.368 3.589 0.22 0.17 0.11 -0.35
S 2.626 -3.762 4.247 -0.25 0.10 0.04 1.21
O 2.921 -3.191 5.508 0.03 0.03 0.10 -0.64
O 1.370 -4.381 3.982 0.11 -0.16 -0.05 -0.58
F 3.724 -4.840 3.988 -0.02 0.00 0.04 -0.20
C 1.983 -2.336 1.803 -0.09 0.18 -0.64 -0.58
S 0.258 -2.062 2.205 -0.19 -0.41 0.53 0.19
H 0.341 -6.217 0.368 -0.15 0.02 0.10 0.23
H -0.386 -4.901 0.988 -0.09 0.52 -0.47 0.24
H 1.930 -6.169 2.419 -0.03 -0.40 -0.25 0.32
H 2.164 -3.056 -0.253 -0.26 -0.03 0.04 -0.11
H 4.752 -2.024 2.043 0.45 -0.26 0.18 0.35
H 2.360 -1.412 1.356 -0.26 0.11 0.08 0.43
H 0.239 -0.744 2.014 0.12 0.02 -0.13 0.12
O -2.999 -2.446 2.202 0.14 0.05 -0.10 -0.59
C -3.223 -1.330 2.569 -0.35 -0.18 0.15 0.59
C -4.580 -0.688 2.784 0.10 0.44 -0.13 -0.55
C -4.247 0.799 2.857 0.00 0.00 -0.10 -0.28
C -2.827 0.770 3.404 -0.04 0.07 0.02 -0.51
O -2.247 -0.446 2.887 -0.02 -0.01 -0.04 -0.32
H -5.003 -1.052 3.721 -0.01 -0.05 -0.02 0.24
H -5.249 -0.927 1.962 -0.04 -0.20 0.09 0.31
H -4.934 1.364 3.480 0.09 -0.04 -0.05 0.19
H -4.240 1.224 1.851 0.00 0.01 0.00 0.27
H -2.800 0.723 4.495 -0.04 -0.02 0.00 0.26
H -2.216 1.605 3.068 0.07 -0.06 -0.01 0.35
O -6.044 1.246 5.337 -0.04 0.07 0.09 -0.60
C -5.920 2.070 6.198 -0.13 -0.13 0.07 0.57
C -6.812 3.258 6.501 0.22 0.15 0.04 -0.45
C -5.933 4.119 7.405 -0.03 -0.03 -0.06 -0.47
C -5.048 3.069 8.069 -0.03 0.08 0.05 -0.44
O -4.903 2.027 7.086 0.05 0.02 0.00 -0.34
H -7.702 2.889 7.014 -0.03 -0.01 -0.03 0.26
H -7.112 3.748 5.578 -0.10 -0.08 -0.01 0.28
H -6.482 4.725 8.122 -0.02 -0.05 0.03 0.32
H -5.321 4.786 6.796 0.01 0.01 0.02 0.27
H -5.512 2.637 8.957 -0.02 0.00 0.00 0.27
H -4.057 3.431 8.329 0.03 -0.05 -0.04 0.31
O 0.961 -0.848 -0.645 0.11 0.19 -0.13 -0.52
C 0.838 -0.768 -1.837 0.04 -0.17 0.05 0.37
C 1.865 -0.345 -2.865 -0.26 0.06 -0.10 -0.04
C 1.012 -0.062 -4.098 0.02 0.00 0.06 -0.44
C -0.167 -1.005 -3.882 0.03 0.03 -0.11 -0.50
O -0.319 -1.094 -2.451 -0.05 0.03 -0.01 -0.28
H 2.555 -1.178 -3.019 0.03 0.01 0.04 0.28
H 2.420 0.520 -2.521 0.12 -0.10 0.05 -0.02
H 1.522 -0.226 -5.044 0.01 -0.05 0.01 0.40
H 0.672 0.973 -4.076 0.00 0.00 -0.03 0.18
H 0.027 -2.009 -4.264 0.02 0.00 0.01 0.27
H -1.103 -0.643 -4.299 -0.03 0.00 0.07 0.35
O -5.310 -0.163 -2.987 0.04 -0.04 -0.04 -0.59
C -5.404 -1.250 -2.496 -0.03 0.14 0.13 0.45
C -4.595 -1.844 -1.358 0.08 -0.38 -0.15 0.39
C -4.897 -3.336 -1.469 0.02 0.04 0.02 -0.57
C -6.293 -3.325 -2.082 0.03 -0.06 0.06 -0.39
O -6.333 -2.148 -2.907 0.00 -0.03 -0.03 -0.37
H -4.962 -1.428 -0.418 0.05 0.08 -0.01 -0.32
H -3.538 -1.618 -1.471 -0.03 0.20 0.09 0.21
H -4.847 -3.872 -0.524 -0.04 0.04 0.03 0.35
H -4.192 -3.803 -2.158 -0.01 -0.02 0.00 0.24
H -7.076 -3.238 -1.325 0.01 0.00 0.01 0.24
H -6.504 -4.187 -2.709 -0.02 0.04 -0.05 0.33
O 3.239 2.335 -3.672 0.08 0.12 -0.03 -0.67
C 3.532 3.212 -2.909 -0.23 -0.08 0.06 0.78
C 2.746 4.460 -2.565 0.27 0.17 0.00 -0.62
C 3.792 5.338 -1.881 -0.04 -0.03 -0.06 -0.50
C 4.731 4.296 -1.282 -0.01 0.09 0.05 -0.45
O 4.675 3.178 -2.190 0.05 0.02 0.01 -0.37
H 1.936 4.176 -1.891 -0.04 -0.01 -0.03 0.29
H 2.327 4.900 -3.466 -0.12 -0.09 0.01 0.33
H 3.389 6.022 -1.139 -0.01 -0.04 0.03 0.35
H 4.324 5.926 -2.631 0.01 0.01 0.01 0.26
H 4.399 3.953 -0.301 -0.02 0.00 0.00 0.29
H 5.764 4.625 -1.211 0.02 -0.05 -0.04 0.32
O 5.364 3.202 -8.803 -0.03 -0.03 0.02 -0.58
C 5.719 2.798 -7.737 0.10 0.03 -0.06 0.51
C 6.480 1.522 -7.417 -0.17 -0.03 0.21 -0.42
C 6.276 1.371 -5.911 -0.02 -0.03 -0.10 -0.45
C 6.110 2.821 -5.474 0.04 -0.06 0.07 0.40
O 5.490 3.483 -6.590 -0.01 0.03 0.02 -0.34
H 7.528 1.680 -7.681 0.00 -0.01 -0.04 0.23
H 6.086 0.696 -8.002 0.08 0.03 -0.10 0.32
H 7.087 0.862 -5.395 0.04 0.04 -0.01 0.39
H 5.352 0.825 -5.714 0.00 0.01 0.03 0.16
H 7.069 3.307 -5.278 0.01 -0.02 -0.01 0.26
H 5.464 2.929 -4.610 0.02 0.03 -0.05 -0.49
```
Positions in Å, forces in eV/Å.

Calculated values
- SMILES string: NB(O)[C@@H]1C(=O)N[C@](F)(S(=O)(=O)F)[C@@H]1S.O=C1CCCO1.O=C1CCCO1.O=C1CCCO1.O=C1CCCO1.O=C1CCCO1.O=C1CCCO1
- Spin multiplicity: 1
- Maximum force: 1.2 eV/A
- Calculated total energy: -93258.8723 eV

A cluster of 2 separate species, C2H4N2S3 in total in a non-equilibrium geometry. Source: the OMol25 dataset; level of theory: wB97M-V/def2-TZVPD.

Structure (XYZ):
```
11
Properties=species:S:1:pos:R:3:forces:R:3:mulliken_charge:R:1
C 0.467 -0.626 -1.191 1.30 0.64 -2.09 -0.07
C 0.944 0.671 -1.327 -1.44 -1.71 -0.75 -0.29
N 0.676 -1.149 -0.010 -0.18 -1.60 1.68 -0.50
N 1.216 -0.347 0.860 -1.02 0.96 -4.64 0.37
S -3.079 0.367 1.201 0.89 -2.82 1.82 -0.27
S 1.504 -0.710 2.336 0.96 -0.65 4.25 -0.25
S 1.571 1.201 0.126 -0.03 0.12 0.39 0.03
H -1.926 -0.421 1.711 -2.06 1.47 -0.94 0.17
H 0.246 -1.304 -2.069 -0.29 1.06 1.37 0.33
H 0.703 1.096 -2.273 0.62 1.20 -0.21 0.39
H -2.322 1.223 0.634 1.25 1.34 -0.87 0.10
```
Positions in Å, forces in eV/Å.

Calculated values
- Spin multiplicity: 1
- Maximum force: 4.8 eV/A
- Energy relative to the best compared isomer or geometry (same formula, charge and spin): 68.4 kcal/mol
- Calculated total energy: -37621.4588 eV